1.
Here is a cluster of 2 separate species, C2HIO2 in total in a non-equilibrium geometry from the Open Molecules 2025 dataset. Energies are from the ωB97M-V functional and the def2-TZVPD basis.

The geometry in XYZ format:
```
6
Properties=species:S:1:pos:R:3:forces:R:3:mulliken_charge:R:1
I -1.353 -0.723 1.899 0.1 -0.8 -0.8 0.030
O -0.767 -0.199 -2.280 6.3 -2.6 2.1 -0.184
O 0.705 1.100 1.513 0.8 0.7 1.2 -0.348
C 0.293 -0.634 -1.932 -6.4 2.4 -2.6 0.132
C 0.334 0.168 0.882 -0.4 2.4 1.6 -0.022
H 0.788 0.289 -0.082 -0.4 -2.1 -1.4 0.392
```
Positions in Å, forces in eV/Å.

The calculation puts the LUMO energy at -0.343 eV. The calculation puts the HOMO energy at -9.76 eV. Its spin multiplicity is 1. Its total charge is 0. For the total energy, the calculation gives -14283.53135 eV.

***

2.
Here is a cluster of 2 separate species, C4H8N2O in total from the Open Molecules 2025 dataset. Energies are from the ωB97M-V functional and the def2-TZVPD basis.

The geometry in XYZ format:
```
15
Properties=species:S:1:pos:R:3:forces:R:3:mulliken_charge:R:1
O 2.456 -1.252 0.408 -0.3 0.2 0.0 -0.628
N -0.376 0.895 0.847 0.2 0.2 0.0 -0.375
N 0.727 -0.319 -0.814 0.1 0.0 0.1 -0.115
C -0.432 0.490 -0.545 0.0 0.0 -0.3 -0.235
C 1.496 -0.520 0.306 0.0 0.0 0.0 0.363
C 0.885 0.383 1.379 0.1 -0.1 0.2 -0.296
C -1.386 -0.081 0.436 -0.2 -0.1 0.0 -0.463
H -1.030 -0.486 -3.019 -0.1 0.0 -0.1 -0.107
H -2.406 0.283 0.511 0.1 0.0 0.0 0.260
H -1.207 0.105 -3.428 0.0 0.0 -0.1 0.114
H 0.819 -0.947 -1.598 0.0 0.2 0.0 0.247
H 1.561 1.225 1.557 -0.1 -0.1 0.1 0.240
H 0.752 -0.160 2.316 0.0 0.0 -0.1 0.276
H -1.245 -1.135 0.672 0.1 0.1 0.0 0.246
H -0.697 1.240 -1.288 0.1 -0.2 0.1 0.473
```
Positions in Å, forces in eV/Å.

The calculation puts the LUMO energy at 1.029 eV. The calculation puts the HOMO energy at -9.22 eV. Its spin multiplicity is 1. Its total charge is 0. For the total energy, the calculation gives -9303.70083 eV.

***

3.
Here is a structure of composition C16H17FN2O3 in a non-equilibrium geometry from the Open Molecules 2025 dataset. Energies are from the ωB97M-V functional and the def2-TZVPD basis.

The geometry in XYZ format:
```
39
Properties=species:S:1:pos:R:3:forces:R:3:mulliken_charge:R:1
F 3.989 2.252 1.495 -0.3 -0.3 1.9 -0.324
O 0.447 1.511 -1.174 -3.5 -8.9 2.4 -0.439
O -1.268 -3.064 0.312 0.4 4.1 -1.9 -0.746
O -4.513 0.725 0.836 -6.3 -3.3 3.8 -0.486
N 0.850 -2.932 -0.258 -6.3 -4.0 3.1 -0.010
N -0.387 -0.852 -0.555 7.5 -13.2 -1.0 0.202
C -1.790 2.227 -0.374 6.0 5.0 -2.2 -0.631
C -0.941 1.144 -0.470 6.7 14.9 -4.2 1.130
C 1.992 -2.551 -0.728 4.3 2.8 -5.9 -1.171
C 2.630 -1.453 -0.091 -0.8 7.0 6.1 -0.149
C -1.281 -0.020 -0.462 -8.6 -2.9 2.8 -0.458
C -2.584 -0.259 0.061 2.8 -6.9 0.1 -0.474
C -0.449 -2.240 -0.208 1.3 -3.9 2.1 0.264
C 3.510 1.016 1.240 7.0 8.2 -12.4 0.529
C 3.208 -0.248 -0.694 -0.5 -8.2 -8.8 -0.355
C -2.978 1.892 -0.078 -4.9 10.9 0.5 -0.116
C 2.319 -1.146 1.292 2.6 -0.3 -4.3 0.073
C -3.354 0.741 0.345 -1.1 -2.8 -0.1 0.751
C -5.067 -0.661 1.277 0.7 0.5 -0.4 -0.678
C 2.924 0.148 1.788 -8.3 -10.7 10.7 -0.635
C 0.882 2.671 -1.504 4.1 2.8 6.3 -0.924
C 3.763 0.785 -0.312 0.1 4.2 9.7 -0.439
H 0.572 -0.731 -0.878 -0.7 1.4 0.0 -0.028
H 3.511 -0.375 -1.847 -1.2 -0.3 1.8 -0.020
H -1.409 3.534 -0.603 -1.2 -4.7 0.7 0.110
H 1.798 -2.008 1.764 0.3 1.5 0.8 0.420
H 1.965 2.607 -1.714 -0.5 0.0 -0.6 0.202
H 2.712 0.233 2.889 0.2 0.3 -0.8 0.274
H -4.491 -1.099 2.228 -0.9 1.0 -2.4 0.266
H -4.989 -1.322 0.310 -0.2 1.0 2.2 0.305
H 0.299 3.073 -2.170 -2.7 3.2 -4.1 0.436
H 4.317 1.581 -0.584 1.6 2.0 -2.4 0.730
H -6.147 -0.490 1.593 1.6 0.0 -0.7 0.234
H 1.855 -2.328 -1.810 0.5 0.5 -0.2 0.376
H 2.841 -3.158 -0.812 0.5 -2.7 0.2 0.522
H 0.794 -3.982 -0.078 -0.8 2.4 -0.1 0.288
H 0.891 3.239 -0.464 0.0 0.5 -2.0 0.328
H -2.757 -1.349 0.367 0.0 1.8 -0.5 0.492
H -3.664 2.889 0.070 1.0 -2.9 -0.3 0.151
```
Positions in Å, forces in eV/Å.

The calculation puts the LUMO energy at 0.636 eV. The calculation puts the HOMO energy at -8.10 eV. Its spin multiplicity is 1. Its total charge is 0. For the total energy, the calculation gives -28694.22440 eV.

***

4.
Here is a cluster of 9 separate species, C40H76Br2N3O11S2 in total in a non-equilibrium geometry from the Open Molecules 2025 dataset. Energies are from the ωB97M-V functional and the def2-TZVPD basis.

The geometry in XYZ format:
```
134
Properties=species:S:1:pos:R:3:forces:R:3:mulliken_charge:R:1
Br -4.705 1.595 -1.240 -1.1 -0.6 0.5 -0.160
Br -8.548 0.251 -1.830 0.6 -0.5 0.1 -0.247
S -0.280 -3.694 5.051 -1.0 -0.5 -2.6 -0.286
S -2.337 -5.060 3.245 0.6 0.4 -0.2 -0.193
O -5.925 0.871 2.991 5.7 0.4 -4.6 -0.589
O 3.109 -0.755 0.008 -0.5 1.0 -0.9 -0.535
O -4.739 -3.040 -0.801 1.6 6.5 2.0 -0.687
O 3.954 5.607 -8.358 -0.3 -0.9 -1.3 -0.523
O 2.837 0.818 4.438 0.1 1.5 1.1 -0.527
O -5.663 -4.081 6.146 -0.3 -0.6 1.8 -0.569
O -3.052 -1.415 -1.317 -5.8 -0.6 4.6 -0.746
O -3.491 0.175 -5.030 1.4 -0.5 -0.5 -0.528
O 3.514 3.630 -3.327 1.1 0.5 -0.9 -0.551
O 5.314 6.003 5.311 1.1 0.6 -1.0 -0.550
O 2.602 -3.269 -2.935 1.5 -0.8 -0.5 -0.442
N -4.156 0.105 1.319 -1.4 0.1 2.0 0.908
N -6.020 -1.656 1.272 0.8 0.7 0.7 -0.040
N 0.159 -3.608 2.320 -3.9 -0.9 0.9 0.236
C 5.809 3.775 -3.973 0.0 -0.3 0.4 -1.088
C 0.892 -3.836 -0.168 -0.4 -0.9 0.6 -0.812
C -2.823 -0.419 1.726 1.8 0.7 1.0 -0.404
C 3.929 5.374 -10.734 0.2 0.5 0.1 -1.131
C 2.289 1.886 6.502 -0.2 -0.5 0.0 -1.090
C -5.507 -2.283 2.536 -0.5 -0.7 1.4 -0.461
C 4.825 -3.849 -2.283 -0.2 0.3 0.4 -1.076
C 5.724 7.319 3.362 -0.5 0.0 0.1 -1.106
C 3.686 4.898 -9.327 0.3 0.9 1.3 0.867
C 7.609 6.149 4.665 0.0 -0.3 0.4 -1.094
C 0.550 -2.152 2.447 2.1 1.7 0.9 -0.041
C -6.007 -0.467 -3.130 -0.6 -0.2 -0.3 -0.710
C -3.850 -4.027 3.786 -0.2 1.7 -0.6 -0.326
C -5.958 0.195 -0.445 -0.4 -0.6 0.5 -0.880
C -4.816 1.045 2.266 -2.9 0.5 2.9 0.277
C -2.393 -0.351 -5.212 -1.3 0.4 0.7 0.858
C -4.246 -1.797 -0.541 3.6 -4.3 -4.7 -0.213
C -5.719 -4.590 7.264 0.1 0.7 -1.5 0.851
C -4.113 2.556 2.420 -0.6 -0.7 -0.7 -0.836
C -4.677 -4.298 8.310 0.3 0.3 -0.3 -1.091
C 3.637 -3.875 -3.208 -1.5 0.9 0.5 0.877
C 3.011 0.200 -2.178 0.4 -0.3 0.0 -0.732
C -4.627 -3.653 2.353 0.4 -0.1 0.8 -0.244
C 3.924 4.946 -5.277 -0.4 -0.2 0.2 -0.782
C 3.102 3.522 -9.151 0.0 0.0 0.5 -0.986
C 2.108 -2.061 3.048 0.4 0.1 0.1 -0.650
C -5.032 -0.798 0.539 -1.6 -0.3 -1.9 -0.095
C 2.603 0.086 -0.733 0.6 -1.1 0.9 0.995
C 1.554 1.041 -0.231 0.0 -0.2 0.4 -1.134
C -1.626 -0.135 -6.490 -0.3 0.4 -0.4 -1.224
C 3.637 3.058 4.649 0.1 -0.2 -0.4 -0.969
C -6.834 -5.530 7.640 -0.3 0.0 -0.4 -1.147
C 2.914 1.830 5.133 -0.1 -1.4 -1.0 0.641
C 6.141 6.450 4.517 -1.2 -0.6 1.1 0.865
C -0.756 -4.074 3.430 1.9 1.9 1.2 -0.007
C -6.718 -0.619 -1.648 1.0 -0.1 -0.5 0.039
C -1.766 -1.233 -4.167 -0.5 0.2 0.1 0.027
C 3.766 -4.670 -4.479 -0.5 0.0 -0.2 -1.239
C 4.341 4.077 -4.121 -1.3 -0.4 1.0 0.761
C -0.352 -3.965 0.942 0.6 1.1 -2.3 -0.352
H 5.685 -3.410 -2.794 0.1 -0.2 0.0 0.360
H 2.147 0.022 -2.823 0.0 0.2 0.0 0.131
H -3.935 -3.606 7.899 -0.2 -0.2 0.1 0.277
H -3.447 -3.027 4.293 -0.9 -2.3 -0.9 0.279
H -0.163 -1.517 3.152 1.3 -1.7 -1.3 0.228
H -4.711 3.190 3.220 1.3 -1.6 -1.6 0.304
H -6.737 0.790 0.228 1.8 -1.3 -1.5 0.675
H -6.516 -1.252 -3.861 1.0 1.6 1.6 0.360
H 4.037 2.872 3.647 -0.1 0.0 0.2 0.303
H 6.366 4.705 -3.832 0.0 -0.1 -0.2 0.336
H -3.751 -3.569 1.555 -2.4 -0.2 1.4 0.119
H -6.236 0.620 -3.553 0.6 -2.4 1.0 0.324
H 2.984 5.405 -11.284 0.1 -0.2 -0.1 0.323
H 2.873 -2.583 2.298 -1.8 1.3 1.4 0.109
H 3.776 -0.551 -2.399 -0.2 0.1 0.1 0.127
H -4.848 -0.667 -3.123 -2.4 0.4 0.3 -0.100
H -4.170 -5.223 8.598 -0.1 0.1 0.2 0.318
H -2.971 2.461 2.680 -2.3 0.3 -0.6 0.230
H -6.941 -1.746 -1.383 0.7 2.5 -0.3 0.497
H 1.360 0.842 0.829 0.1 0.0 -0.2 0.199
H -4.533 -4.622 4.530 1.8 1.1 -1.6 0.226
H -2.800 -1.579 1.923 -0.2 2.3 -0.6 -0.171
H -6.943 -1.178 1.391 1.5 -0.4 0.2 0.463
H -6.465 -2.589 3.179 2.1 0.7 -1.4 0.354
H 3.060 2.065 7.255 -0.1 0.2 0.0 0.324
H 2.943 3.901 4.599 0.2 0.1 0.2 0.335
H 0.522 -4.314 -1.189 0.7 1.3 2.1 0.357
H 7.762 5.511 5.542 -0.1 0.1 -0.2 0.287
H 4.579 -4.268 -5.089 0.1 -0.2 0.1 0.348
H 7.970 5.619 3.780 0.1 0.2 0.0 0.315
H -5.359 -4.547 2.155 1.6 1.7 -0.2 0.321
H -0.813 -0.808 -3.845 0.1 -0.2 -0.1 -0.050
H -2.522 0.091 2.763 -0.7 -1.1 -2.1 0.432
H 6.170 3.246 -4.858 0.1 0.2 0.0 0.310
H -0.667 0.339 -6.271 0.1 -0.2 0.0 0.269
H -1.472 -1.092 -6.996 0.2 0.0 0.1 0.313
H 2.832 -4.598 -5.048 0.2 0.0 0.2 0.292
H -1.618 -2.238 -4.569 0.2 0.1 0.0 0.298
H 1.535 2.677 6.533 0.2 0.1 0.1 0.331
H 4.637 7.452 3.381 0.3 -0.1 0.0 0.286
H 0.585 -1.565 1.422 -0.3 -1.7 1.8 -0.016
H -2.002 -0.097 0.949 -1.7 -1.0 1.3 0.097
H 3.774 2.775 -9.579 -0.2 0.0 -0.1 0.310
H 2.439 -0.934 3.248 -0.9 -2.6 -0.7 0.163
H 4.588 -3.237 -1.406 0.0 -0.1 -0.2 0.177
H -2.432 -1.298 -3.299 0.2 0.0 0.0 -0.235
H 2.837 5.079 -5.257 0.2 0.0 0.0 0.287
H 3.430 1.192 -2.368 -0.3 0.1 -0.1 0.272
H 1.907 2.070 -0.334 -0.1 0.0 -0.2 0.433
H 6.198 8.301 3.445 0.1 -0.1 -0.2 0.350
H 1.273 -2.730 -0.292 -0.8 -2.4 0.1 -0.048
H 5.057 -4.863 -1.949 0.2 0.0 -0.1 0.394
H 8.166 7.078 4.807 0.0 -0.1 -0.2 0.336
H 4.638 4.710 -11.234 -0.2 0.0 -0.1 0.316
H -7.512 -5.647 6.787 0.2 0.0 0.2 0.284
H 2.230 -2.622 4.072 -0.6 1.0 -2.0 0.256
H -4.883 -1.568 3.238 -1.2 -1.1 -1.5 0.041
H 1.802 0.930 6.718 0.1 0.2 -0.1 0.277
H -0.753 -5.060 0.828 0.6 2.3 0.7 0.441
H 0.625 0.900 -0.789 0.1 0.2 -0.1 0.296
H -6.424 -6.509 7.898 -0.1 0.1 0.2 0.333
H 3.951 -5.721 -4.243 0.2 0.1 -0.1 0.346
H -1.138 -3.137 0.614 1.2 -2.0 0.6 0.165
H 4.468 3.289 5.320 -0.2 0.2 0.0 0.293
H -2.200 0.523 -7.151 0.1 -0.1 0.1 0.337
H 4.352 6.383 -10.708 -0.1 -0.2 0.0 0.292
H 2.121 3.471 -9.630 0.1 -0.1 -0.1 0.332
H -5.145 -3.833 9.181 0.0 -0.2 0.1 0.349
H 4.201 4.469 -6.220 0.1 0.3 0.1 0.056
H 1.756 -4.534 0.233 -1.5 1.5 -0.8 0.235
H 4.398 5.928 -5.193 0.1 -0.1 -0.2 0.361
H 6.001 6.842 2.418 0.1 0.2 0.0 0.316
H 2.981 3.313 -8.082 0.0 0.1 -0.2 0.217
H -4.279 3.063 1.353 0.6 -1.1 2.3 0.165
H 5.962 3.138 -3.096 -0.1 0.1 -0.2 0.281
H -7.399 -5.119 8.481 0.1 -0.2 0.1 0.342
```
Positions in Å, forces in eV/Å.

The calculation puts the LUMO energy at 1.603 eV. The calculation puts the HOMO energy at -4.63 eV. Its spin multiplicity is 1. Its total charge is -1. For the total energy, the calculation gives -231452.50113 eV.

***

LUMO energy of number 4 (C40H76Br2N3O11S2)? 1.603 eV